[1]
The molecule C5H13N2 at a distorted geometry, computed with ωB97M-V/def2-TZVPD.

The geometry in XYZ format:
```
20
C5H13N2, DFT ωB97M-V/def2-TZVPD
C 0.6191 -1.1125 2.0056
C -0.1937 -1.3511 0.7151
C -0.7671 -0.0209 0.2156
C 0.2104 1.0017 -0.3157
C -0.2146 1.6383 -1.5039
N 0.8779 2.3078 -2.3057
N -1.3361 -2.2139 0.9976
H 0.1047 -0.7287 2.8898
H 1.0925 -2.0403 2.3414
H 1.4070 -0.3797 1.8374
H 0.5537 -1.7016 -0.0314
H -1.5347 -0.2626 -0.5234
H -1.3029 0.4783 1.0731
H 1.2001 1.0321 0.1071
H -1.2445 1.7117 -1.7978
H 1.6623 2.5810 -1.7217
H 1.2301 1.5840 -2.9433
H 0.5036 3.0721 -2.8604
H -1.2075 -2.9493 1.6787
H -1.6605 -2.6462 0.1417
```

## Properties
* multiplicity: 2
* gap between HOMO and LUMO (spin up / spin down): 0.1587 / 0.2982 Ha
* expectation value of S²: 0.755
* E_LUMO (spin up / spin down): 0.0214 / 0.0132 hartree
* E_HOMO (spin up / spin down): -3.735 / -7.755 eV
* calculated total energy: -8371.66504 eV
* relative energy (zero: lowest compared OMol25 entry of this formula, charge and spin): 60.34 kcal per mole

---

[2]
C42H43Br3IMoN4O3P as an isolated structure at a distorted geometry, computed with ωB97M-V/def2-TZVPD.

The geometry in XYZ format:
```
98
C42H43Br3IMoN4O3P, DFT ωB97M-V/def2-TZVPD
Mo -0.3866 0.1780 -0.0573
C -1.5190 -1.3705 4.1762
C -1.3098 0.1059 4.0120
N -1.6662 0.9023 4.9965
C -1.4717 2.2234 4.9364
C -0.8094 2.8401 3.8958
C -0.5815 4.3386 3.8711
O -1.3745 5.0418 4.7886
C -0.4114 2.0249 2.8178
C 0.4867 2.4835 1.8055
N 0.8457 1.8636 0.7164
C 2.0747 2.3600 0.1722
C 2.0866 3.0093 -1.0578
C 3.2650 3.5077 -1.5861
C 4.4509 3.3771 -0.8825
C 4.4577 2.7472 0.3537
C 3.2813 2.2411 0.8780
I 3.3819 1.1869 2.7094
C -0.7552 0.6561 2.8387
O -0.5622 -0.0336 1.7277
H -2.5737 -1.6244 4.0552
H -1.2367 -1.6470 5.1906
H -0.9290 -1.9448 3.4625
H -1.8507 2.7936 5.7734
H -0.8579 4.7173 2.8838
H 0.4866 4.5488 4.0156
H -0.9661 5.0516 5.6600
H 1.0061 3.4156 2.0225
H 1.1518 3.1487 -1.5847
H 3.2500 4.0139 -2.5421
H 5.3758 3.7744 -1.2780
H 5.3791 2.6553 0.9123
Br 0.3725 2.2048 -4.5607
C -0.8986 2.7461 -3.2806
C -1.7428 3.8352 -3.5460
C -2.6945 4.2305 -2.6418
Br -3.8215 5.6805 -3.0701
C -2.8391 3.5634 -1.3987
C -3.7987 3.8461 -0.4091
C -3.8462 3.0633 0.7212
C -2.9239 2.0342 0.8981
N -1.9691 1.7682 0.0134
C -1.9484 2.5018 -1.1359
C -0.9991 2.0658 -2.0876
O -0.2904 0.9967 -1.7050
H -1.6453 4.3657 -4.4829
H -4.4987 4.6587 -0.5492
H -4.5883 3.2439 1.4860
H -2.9544 1.4141 1.7853
C 2.6500 -0.2045 -2.7024
C 2.7371 -1.3402 -1.6850
C 3.3959 -0.8470 -0.3916
C 3.5994 -2.4777 -2.2330
P 0.9835 -1.8127 -1.1479
C 1.3338 -3.0879 0.1137
C 1.6738 -4.4020 -0.2095
C 1.9855 -5.3147 0.7867
C 1.9711 -4.9327 2.1196
C 1.6649 -3.6216 2.4545
C 1.3506 -2.7091 1.4593
C 0.0341 -2.6407 -2.5753
C 0.9461 -3.2862 -3.6190
C -0.7940 -1.5606 -3.2874
C -0.9128 -3.7140 -2.0258
H 3.6530 0.1731 -2.9162
H 2.0628 0.6239 -2.3196
H 2.2154 -0.5338 -3.6471
H 4.3122 -0.3050 -0.6336
H 3.6570 -1.6784 0.2626
H 2.7384 -0.1718 0.1547
H 4.6392 -2.1446 -2.1997
H 3.3749 -2.7233 -3.2669
H 3.5330 -3.3781 -1.6233
H 1.7017 -4.7262 -1.2412
H 2.2427 -6.3311 0.5192
H 2.2070 -5.6492 2.8950
H 1.6817 -3.3031 3.4893
H 1.1597 -1.6801 1.7318
H 1.5697 -2.5492 -4.1214
H 0.3101 -3.7450 -4.3790
H 1.5758 -4.0719 -3.2045
H -0.1659 -0.7644 -3.6874
H -1.5451 -1.1247 -2.6303
H -1.3197 -2.0210 -4.1266
H -0.3731 -4.5749 -1.6368
H -1.5431 -4.0667 -2.8448
H -1.5672 -3.3410 -1.2420
Br -6.1264 -0.6374 -0.8551
C -4.5287 -1.3614 -0.1667
C -4.5394 -2.4136 0.7372
C -3.3170 -2.8734 1.2050
C -2.1544 -2.2533 0.7968
N -2.1453 -1.2161 -0.0585
C -3.3228 -0.8117 -0.5576
H -5.4692 -2.8656 1.0547
H -3.2648 -3.7077 1.8902
H -1.1921 -2.5971 1.1512
H -3.3102 -0.0298 -1.3055
```

## Properties
* multiplicity: 3
* gap between HOMO and LUMO (spin up / spin down): 0.2343 / 0.2495 Ha
* expectation value of S²: 2.016
* E_LUMO (spin up / spin down): -0.2434 / -0.2527 hartree
* E_HOMO (spin up / spin down): -12.999 / -13.665 eV
* calculated total energy: -285716.10549 eV
* charge: +2
* relative energy (zero: lowest compared OMol25 entry of this formula, charge and spin): 13.69 kcal per mole

---

[3]
A 10-piece molecular cluster, C6H32N2O9 overall at a distorted geometry, computed with ωB97M-V/def2-TZVPD.

The geometry in XYZ format:
```
49
C6H32N2O9, DFT ωB97M-V/def2-TZVPD
C 1.8506 2.6673 -1.5851
C 2.0941 1.3585 -2.3629
N 2.3940 0.2697 -1.4915
C 1.5148 -0.3098 -0.5999
C 1.9650 -1.4241 0.0469
C 1.0989 -2.1045 1.1395
C 1.3476 -1.6025 2.5941
N -0.0206 -1.2062 3.0255
H 1.1468 2.5709 -0.7548
H 1.4396 3.5961 -2.0770
H 2.8031 2.8869 -1.1118
H 2.8815 1.4900 -3.1459
H 1.1114 1.1815 -2.8897
H 3.3509 0.0922 -1.2623
H 0.4183 -0.1811 -0.6417
H 3.0080 -1.6569 0.1266
H 0.1004 -1.7022 0.8520
H 1.3483 -3.1625 1.1191
H 1.5825 -2.3975 3.3219
H 2.2172 -0.9333 2.6281
H -0.0945 -0.9324 4.0060
H -0.2781 -0.3398 2.5306
O 1.6229 -2.9291 -2.4195
H 2.0890 -2.2307 -1.9661
H 0.7601 -2.9658 -2.0048
O -0.7703 -0.2177 -3.0416
H -1.5174 -0.7344 -2.7257
H -1.1656 0.6516 -3.2833
O -2.6117 2.2541 -2.2337
H -2.2690 3.0604 -2.6445
H -1.9366 2.0986 -1.5553
O -2.4144 -2.5100 -0.8946
H -2.3013 -3.3431 -1.3649
H -2.4818 -2.8138 0.0845
O -1.2988 2.3669 0.5157
H -1.9040 1.6679 0.2264
H -0.6892 2.0076 1.2098
O -2.1641 -3.0527 1.5820
H -2.9370 -2.6932 2.0458
H -1.4977 -2.3924 1.9993
O -2.6046 0.0151 -0.2212
H -1.9306 -0.6324 -0.4800
H -3.2406 -0.0763 -0.9361
O -2.0553 2.8271 2.9857
H -1.7612 1.9246 2.9704
H -2.2947 3.2334 2.1541
O 1.2575 1.7764 2.1579
H 1.6040 2.2609 1.3647
H 1.2327 2.2865 3.0071
```

## Properties
* gap between HOMO and LUMO: 0.2918 Ha
* E_LUMO: 0.0074 hartree
* E_HOMO: -7.739 eV
* calculated total energy: -28147.39943 eV
* relative energy (zero: lowest compared OMol25 entry of this formula, charge and spin): 61.63 kcal per mole
* SMILES: CCN/C=C/CCN.O.O.O.O.O.O.O.O.O

---

[4]
C21H25FeN2Si as an isolated structure at a distorted geometry, computed with ωB97M-V/def2-TZVPD.

The geometry in XYZ format:
```
50
C21H25FeN2Si, DFT ωB97M-V/def2-TZVPD
C -0.5810 -1.3230 -4.3883
C -1.1874 -0.6299 -3.2571
C -0.3538 0.5262 -2.9430
C 0.7636 0.5342 -3.8692
C 0.6208 -0.6019 -4.7575
Fe 0.6506 -1.1728 -2.8589
C 1.7089 -2.8496 -2.7674
C 0.6458 -2.8462 -1.7750
C 0.8023 -1.6742 -0.9592
C 2.0002 -0.9433 -1.3987
C 2.4097 0.3336 -0.9224
C 2.2772 0.8375 0.3876
C 2.5378 2.2216 0.6153
C 2.4502 2.7594 1.8893
C 2.1056 1.9469 2.9794
C 1.8854 0.5802 2.7785
C 1.9778 0.0219 1.5155
C 2.5156 -1.6779 -2.5733
H -1.0100 -2.1673 -4.9210
H -2.1363 -0.8762 -2.7957
H -0.5654 1.2870 -2.1972
H 1.5371 1.2974 -3.9310
H 1.2570 -0.8199 -5.6150
H 1.9018 -3.6429 -3.4847
H -0.1045 -3.6189 -1.6295
H 0.2672 -1.3765 -0.0703
H 2.9247 0.9682 -1.6497
H 2.8239 2.8405 -0.2394
H 2.6659 3.8170 2.0521
H 2.0280 2.3670 3.9747
H 1.6382 -0.0671 3.6253
H 1.8722 -1.0581 1.3760
H 3.4383 -1.3949 -3.0811
C -1.3341 0.9516 4.0233
Si -2.4089 0.4562 2.5795
C -4.0087 -0.2450 3.2347
C -2.7541 1.8183 1.3651
C -1.4010 -0.7467 1.5037
N -1.9852 -1.1845 0.3741
N -2.3686 -1.6500 -0.6199
H -1.8275 1.7848 4.5416
H -1.2204 0.1220 4.7344
H -0.3350 1.2770 3.7052
H -4.5173 0.5712 3.7662
H -4.6715 -0.5973 2.4368
H -3.8545 -1.0676 3.9425
H -3.1837 2.6717 1.9011
H -1.8300 2.1365 0.8650
H -3.4691 1.4907 0.5986
H -0.5977 -1.3867 1.9387
```

## Properties
* multiplicity: 5
* gap between HOMO and LUMO (spin up / spin down): 0.1213 / 0.1867 Ha
* expectation value of S²: 6.081
* E_LUMO (spin up / spin down): 0.1067 / 0.0812 hartree
* E_HOMO (spin up / spin down): -0.396 / -2.870 eV
* calculated total energy: -67422.19938 eV
* charge: -1

---

[5]
A 13-piece molecular cluster, H26O13 overall at a distorted geometry, computed with ωB97M-V/def2-TZVPD.

The geometry in XYZ format:
```
39
H26O13, DFT ωB97M-V/def2-TZVPD
H -0.2191 0.6440 -0.3734
H 0.8313 -0.4300 -0.1428
H 3.6537 2.9729 -0.8689
H 5.0958 3.4481 -0.9383
H 4.2097 -0.2072 -1.7911
H 2.7532 0.2248 -1.8384
H -1.3700 -3.9738 -1.6472
H -2.5829 -3.9070 -2.5606
H 4.0312 -2.1340 -1.2828
H 2.8343 -1.8962 -2.1889
H -1.7215 -1.5659 1.4706
H -2.2940 -1.5391 0.0629
H -0.6013 2.6305 -1.2774
H -2.0127 2.1853 -0.9312
H -3.3710 0.0217 2.7892
H -3.4066 -0.3850 1.3251
H 3.4699 -1.0071 2.1899
H 3.0203 0.4437 2.1325
H -4.1823 0.4684 -2.5461
H -3.5306 1.7022 -1.9435
H 1.3997 -1.7466 2.7471
H 1.6351 -2.7523 1.6321
H 0.9500 1.2561 2.8186
H 0.6668 0.1605 1.8039
H -5.4455 1.5729 1.0072
H -4.1618 2.1451 0.4285
O 0.1178 0.0428 0.3004
O 4.2843 3.5543 -0.4291
O 3.5651 0.3436 -1.3326
O -2.1359 -3.4267 -1.8546
O 3.7981 -1.8900 -2.1857
O -1.7851 -1.0089 0.6865
O -1.4842 2.9736 -1.0990
O -2.9437 -0.5616 2.1519
O 3.3721 -0.2652 1.5823
O -4.2552 1.0817 -1.8061
O 1.6626 -1.8078 1.8218
O 1.0774 1.0282 1.8907
O -4.9250 1.6040 0.1966
```

## Properties
* gap between HOMO and LUMO: 0.3142 Ha
* E_LUMO: -0.0088 hartree
* E_HOMO: -8.791 eV
* calculated total energy: -27033.52093 eV
* relative energy (zero: lowest compared OMol25 entry of this formula, charge and spin): 194.31 kcal per mole

---

[6]
A 9-piece molecular cluster, C29H59F6N7O11 overall at a distorted geometry, computed with ωB97M-V/def2-TZVPD.

The geometry in XYZ format:
```
112
C29H59F6N7O11, DFT ωB97M-V/def2-TZVPD
C 2.0443 3.9534 2.9571
C 3.5820 3.6363 2.9465
O 3.9116 2.4257 3.4844
C 3.8449 1.2188 2.8186
O 3.4919 0.9929 1.6502
C 4.0801 -0.0285 3.6844
F 5.0117 -0.7244 3.1004
F 4.4398 0.2711 4.9249
F 3.0453 -0.7925 3.7178
H 1.4690 3.3138 2.2878
H 1.9192 5.0069 2.7068
H 1.7390 3.8571 3.9990
H 4.1939 4.4242 3.3856
H 3.8661 3.6724 1.8948
C -4.6531 -1.6837 -1.9768
C -3.2724 -1.1497 -2.1188
O -2.3881 -2.1572 -2.5230
C -1.8661 -3.0585 -1.7005
O -1.9219 -3.0289 -0.4835
C -1.0670 -4.2134 -2.3925
F -1.6567 -5.3875 -2.2113
F -0.8494 -4.0305 -3.7266
F 0.1572 -4.2343 -1.8741
H -4.7408 -2.1474 -0.9943
H -5.0288 -2.2095 -2.8546
H -5.2250 -0.7571 -2.0278
H -2.9789 -0.8065 -1.1267
H -3.2456 -0.2169 -2.6820
C -1.8609 2.1384 -2.9785
N -2.2321 2.0925 -1.5762
C -3.4911 2.2399 -1.2084
C -3.7133 2.0648 0.2459
O -4.2987 2.5763 -1.9891
H -1.8378 1.1247 -3.3785
H -0.8089 2.4193 -3.0282
H -2.4476 2.8177 -3.5970
H -1.5636 1.6938 -0.9325
H -2.8696 1.9227 0.9213
H -4.4277 1.2651 0.4414
H -4.2930 2.8964 0.6466
C -3.1751 -1.1158 1.8852
N -4.5025 -1.3506 2.4034
C -5.2489 -0.4106 3.0222
C -6.6422 -0.7198 3.4775
O -4.8541 0.7173 3.1271
H -2.5414 -1.9731 2.1122
H -2.5810 -0.2844 2.2647
H -3.1190 -1.1373 0.7969
H -4.9960 -2.2056 2.1903
H -6.6079 -1.8080 3.4268
H -7.4081 -0.3255 2.8097
H -6.7613 -0.4992 4.5383
C -1.1733 1.5680 4.5064
N -2.5296 1.5098 5.0770
C -3.0245 2.0930 6.1430
C -4.4942 1.8489 6.3297
O -2.4476 2.8059 6.9784
H -0.7363 0.5791 4.3678
H -0.4770 2.1637 5.0967
H -1.1606 2.0534 3.5305
H -3.2328 1.0360 4.5282
H -5.0377 2.0677 5.4105
H -4.8503 2.5507 7.0839
H -4.7010 0.8660 6.7530
C 3.5012 -3.5734 -2.1380
N 4.5442 -2.7524 -1.4455
C 4.5490 -2.3281 -0.1747
C 5.7953 -1.6504 0.3582
O 3.5863 -2.4574 0.5671
H 3.0215 -4.2644 -1.4449
H 3.8251 -4.0418 -3.0674
H 2.7431 -2.8203 -2.3530
H 5.3514 -2.6650 -2.0462
H 5.6950 -0.5656 0.3951
H 6.5701 -1.9170 -0.3606
H 6.1548 -1.9458 1.3439
C 0.4214 5.9818 -0.7823
N 1.0810 5.3027 -1.9172
C 1.3997 3.9959 -1.9246
C 1.4701 3.1783 -0.6521
O 1.6636 3.5389 -3.0052
H 0.0749 6.9706 -1.0827
H 1.1525 6.1755 0.0026
H -0.4583 5.4746 -0.3860
H 1.1220 5.6949 -2.8470
H 0.4511 3.0468 -0.2881
H 2.0629 3.5227 0.1953
H 1.9529 2.2553 -0.9728
C 0.7879 -0.3976 -2.0982
N 1.0791 -0.6107 -0.6512
C 0.2783 -0.1572 0.3086
C 0.7233 -0.4466 1.7152
O -0.7259 0.5244 0.0457
H -0.2410 -0.0745 -2.2571
H 1.1410 -1.2682 -2.6508
H 1.4817 0.3945 -2.3799
H 1.9587 -1.0377 -0.3981
H 0.9803 0.4919 2.2065
H 1.5143 -1.1951 1.7607
H -0.1735 -0.8779 2.1598
C 2.2494 -2.8614 -6.1574
N 3.3452 -3.7902 -6.2576
C 3.3959 -4.9184 -5.5477
C 4.7867 -5.5490 -5.4753
O 2.4832 -5.2862 -4.8642
H 2.0631 -2.7308 -5.0914
H 1.3929 -3.2350 -6.7187
H 2.6169 -1.9219 -6.5701
H 4.1616 -3.4990 -6.7760
H 5.5325 -4.8682 -5.0648
H 5.0352 -5.7552 -6.5164
H 4.6465 -6.5137 -4.9877
```

## Properties
* gap between HOMO and LUMO: 0.3375 Ha
* E_LUMO: 0.0096 hartree
* E_HOMO: -8.922 eV
* calculated total energy: -80289.80952 eV
* relative energy (zero: lowest compared OMol25 entry of this formula, charge and spin): 23.21 kcal per mole
* SMILES: CCOC(=O)C(F)(F)F.CCOC(=O)C(F)(F)F.CNC(C)=O.CNC(C)=O.CNC(C)=O.CNC(C)=O.CNC(C)=O.CNC(C)=O.CNC(C)=O